[1]
# C3H11NOS

A 2-piece molecular cluster, C3H11NOS overall (ωB97M-V with the def2-TZVPD basis set, the Open Molecules 2025 dataset).

frontier orbital gap (spin up / spin down) = 7.20 / 2.19 eV
max |F| = 1.56 eV/A
multiplicity = 2
energy above the lowest of the compared OMol25 structures with the same formula, charge and spin = 0.794 eV
charge = +1
energy = -17652.8094 eV

```
17
Properties=species:S:1:pos:R:3:lowdin_spin:R:1
S -3.06 -4.27 -1.25 0.751
O 2.10 3.33 1.50 0.000
N 4.44 3.07 1.71 0.000
C 3.29 3.85 2.07 0.000
C -4.47 -3.20 -1.42 0.086
C -1.64 -3.18 -1.53 0.076
H 5.15 3.60 1.29 0.000
H -1.98 -2.24 -1.93 0.000
H -1.19 -3.01 -0.55 0.024
H 3.08 3.80 3.14 0.000
H 4.23 2.31 1.10 0.000
H -5.06 -3.41 -0.52 0.020
H 1.91 3.73 0.65 0.000
H -4.24 -2.14 -1.43 0.000
H -5.02 -3.47 -2.32 0.027
H 3.47 4.88 1.77 0.000
H -1.03 -3.67 -2.29 0.015
```

---

[2]
# C3H2FO2Sm

C3H2FO2Sm as an isolated structure (ωB97M-V with the def2-TZVPD basis set, the Open Molecules 2025 dataset).

frontier orbital gap (spin up / spin down) = 6.03 / 6.15 eV
max |F| = 3.16 eV/A
multiplicity = 6
energy = -27853.7484 eV

```
9
Properties=species:S:1:pos:R:3:lowdin_spin:R:1
Sm 3.28 0.56 -1.46 4.943
F 1.14 1.64 -0.94 0.028
O -0.44 -1.50 -0.14 0.005
O -2.39 -0.54 -0.93 0.002
C 0.27 -0.58 0.71 0.008
C -1.41 -0.48 -0.28 0.001
C -0.58 0.49 0.50 0.008
H -0.90 1.32 1.12 0.000
H 1.02 -0.91 1.43 0.004
```

---

[3]
# C31H35ClFNO8P

A 5-piece molecular cluster, C31H35ClFNO8P overall (ωB97M-V with the def2-TZVPD basis set, the Open Molecules 2025 dataset).

frontier orbital gap = 2.69 eV
max |F| = 0.33 eV/A
charge = -1
energy = -75106.9764 eV

```
78
Properties=species:S:1:pos:R:3:lowdin_charge:R:1
Cl 2.10 0.57 -1.08 0.543
P 1.71 3.37 3.19 0.505
F 1.88 5.23 1.09 -0.128
O -0.58 1.02 5.43 0.105
O -9.90 -5.43 6.83 0.095
O 1.51 -1.28 -5.16 0.106
O 4.11 -2.69 -9.46 0.094
O 6.25 0.73 -6.40 0.096
O -6.33 -4.04 3.18 0.106
O -5.22 -1.41 6.20 0.071
O 0.18 -3.27 -12.97 0.107
N -0.70 4.15 4.45 -0.093
C -9.08 -5.11 6.00 -0.391
C -7.14 -4.35 4.02 -0.379
C 4.74 4.93 3.50 -0.139
C 2.01 -1.98 -12.23 0.021
C -1.64 0.47 5.61 -0.371
C 2.47 4.98 2.36 -0.465
C 1.28 -4.11 -11.07 0.022
C -3.40 -1.02 4.75 0.019
C -4.15 -0.85 6.02 -0.379
C 3.26 -1.14 -6.72 0.015
C -0.10 4.04 3.11 -0.429
C -3.57 0.02 7.07 0.011
C 3.00 -1.83 -11.35 0.025
C -8.75 -6.00 4.86 0.013
C -2.40 0.64 6.88 0.032
C 3.21 -2.82 -10.26 -0.378
C 1.64 2.46 1.47 -0.365
C -2.24 -0.41 4.56 0.037
C 1.32 0.10 0.47 -0.587
C 5.17 0.27 -6.11 -0.386
C 4.45 -0.64 -7.04 0.016
C 2.27 -3.97 -10.19 0.024
C 4.51 0.59 -4.82 0.025
C 2.60 -0.82 -5.43 -0.378
C -7.85 -5.66 3.94 0.017
C 1.08 -3.13 -12.16 -0.386
C -7.47 -3.45 5.15 0.026
C 3.31 0.09 -4.50 0.021
C 1.71 0.95 1.66 -0.367
C -8.36 -3.81 6.07 0.023
C 3.97 5.00 2.17 -0.277
H 4.23 5.93 1.64 0.094
H 5.05 1.26 -4.16 0.124
H 3.69 -1.00 -11.38 0.124
H -8.62 -3.17 6.91 0.122
H -1.66 -0.50 3.65 0.123
H -7.60 -6.29 3.10 0.119
H 1.62 -0.94 0.61 0.056
H 1.86 4.06 4.52 -0.028
H -4.15 0.13 7.97 0.117
H 2.82 0.32 -3.56 0.046
H 2.72 0.67 1.98 0.101
H 4.25 4.18 1.51 0.092
H -0.49 3.28 4.94 -0.001
H 5.23 3.97 3.65 0.053
H -0.69 3.32 2.54 0.054
H 2.44 -4.67 -9.38 0.124
H 2.72 -1.81 -7.38 0.104
H -0.18 4.86 4.96 0.027
H 4.95 -0.87 -7.97 0.104
H -3.87 -1.65 4.01 0.120
H 0.25 0.12 0.28 0.063
H 4.06 5.08 4.34 0.050
H 0.59 -4.94 -11.03 0.122
H -6.93 -2.51 5.19 0.094
H 2.52 2.79 0.91 0.048
H -9.28 -6.95 4.83 0.118
H 3.08 2.80 3.35 -0.017
H -0.17 5.01 2.61 0.060
H 1.03 0.66 2.47 0.081
H 1.84 -1.28 -13.04 0.122
H 2.18 5.83 2.99 0.095
H -1.95 1.28 7.61 0.124
H 0.76 2.74 0.89 0.069
H 1.16 2.19 3.90 -0.034
H 5.51 5.70 3.55 0.053
```

---

[4]
# C10H15ClN2O2

A 2-piece molecular cluster, C10H15ClN2O2 overall (ωB97M-V with the def2-TZVPD basis set, the Open Molecules 2025 dataset).

frontier orbital gap (spin up / spin down) = 6.66 / 8.89 eV
max |F| = 4.35 eV/A
energy = -30204.0893 eV

```
30
Properties=species:S:1:pos:R:3:lowdin_charge:R:1
Cl 0.34 3.54 1.32 0.676
O -0.07 3.31 -1.61 0.007
O -0.01 2.09 -3.41 0.071
N -0.55 2.39 0.51 -0.380
N 0.06 3.12 -2.82 -0.126
C -0.17 1.07 0.34 -0.615
C -0.71 -0.99 -0.98 -0.301
C 1.57 -0.70 0.04 -0.267
C -0.78 0.32 1.63 -0.056
C -1.22 -1.69 0.27 -0.159
C -0.45 -1.22 1.52 -0.281
C 0.77 -1.23 -1.10 -0.152
C -1.01 0.47 -0.81 -0.084
C 1.24 0.81 0.22 -0.129
C 1.06 -1.49 1.28 -0.102
H -0.77 1.10 -1.62 0.055
H 2.68 -0.77 -0.08 0.153
H 1.63 1.23 -0.70 0.128
H 0.96 -2.24 -1.05 0.095
H -1.09 -1.43 -1.90 0.148
H -1.29 -2.83 0.27 0.139
H 1.58 -1.19 2.21 0.124
H 1.03 -2.55 0.91 0.125
H 1.07 -0.72 -2.02 0.136
H -2.14 0.54 -0.70 0.158
H -0.26 0.82 2.53 0.126
H -0.89 -1.96 2.19 0.133
H 1.62 1.17 1.18 0.111
H -2.32 -1.41 0.46 0.134
H -1.86 0.46 1.93 0.130
```